Record 1
The following is a DFT calculation (ωB97M-V/def2-TZVPD) of a 2-piece molecular cluster, C6H10N2O2 overall at a distorted geometry.

```
20
Properties=species:S:1:pos:R:3:forces:R:3
C -1.16669 -0.72861 -0.92716 -0.90 0.61 0.40
C 0.13141 -0.88649 -1.12786 0.67 0.49 -1.52
C -1.50464 0.30961 0.16830 1.72 -1.44 1.63
C 0.75749 -0.04815 -0.10588 1.93 -3.92 2.14
C -2.24445 1.53518 -0.16538 0.46 1.76 1.18
C 1.73673 -1.63158 0.99618 0.28 1.83 -1.93
N -0.16125 0.57595 0.68126 1.24 -0.01 -1.51
N 2.04381 0.52117 -0.27693 0.47 2.18 -1.64
O 2.27338 1.48814 0.43501 0.40 -0.05 0.73
O 2.78940 0.18058 -1.19736 -0.54 -0.59 0.65
H -1.92906 -1.28132 -1.41796 -0.61 -0.14 -0.49
H 0.67876 -1.40169 -2.00268 -0.98 0.71 2.02
H -1.95436 -0.16295 1.05478 -0.79 -0.26 -0.59
H -3.23459 1.27892 -0.28425 -2.40 -0.40 -0.93
H -1.86321 2.16527 -0.94090 0.31 -0.15 -0.93
H -2.29402 2.23642 0.69168 0.32 -0.56 0.00
H 1.95183 -1.23144 2.02944 -0.69 -0.83 -1.18
H 2.62191 -1.61969 0.33002 -0.24 -0.25 0.83
H 1.13816 -2.51672 0.71334 0.04 0.61 1.03
H 0.22937 1.21738 1.34635 -0.68 0.43 0.13
```
Positions in Å, forces in eV/Å.

Output
relative energy (zero: lowest compared OMol25 entry of this formula, charge and spin): 6.666 eV
LUMO (spin up / spin down): 0.0249 / 0.0244 eV
orbital gap (spin up / spin down): 0.2921 / 0.2921 hartree
charge: 0
HOMO energy (spin up / spin down): -0.29116 / -0.29119 hartree

Results of the natural (NBO) charge analysis, in e, for atoms 1 through 4:
1 C -0.179
2 C -0.224
3 C -0.065
4 C 0.292

---

Record 2
The following is a DFT calculation (ωB97M-V/def2-TZVPD) of C6H10N2O2 as an isolated structure at a distorted geometry.

```
20
Properties=species:S:1:pos:R:3:forces:R:3
C 2.79845 -1.03423 0.71768 -0.23 0.16 0.23
C -0.38508 -1.71972 0.63392 -0.50 -0.32 0.13
C -2.33992 0.48216 -0.19128 1.20 1.00 -1.96
C -0.43259 0.63437 -0.52690 -6.91 -0.04 0.73
C 1.91338 -0.15187 -0.14250 -0.90 -0.36 0.17
C -0.01421 -0.41984 0.05190 6.94 -0.21 -0.61
N -2.84328 1.73862 -0.24648 0.11 0.13 0.27
N -0.09466 1.85585 -1.03547 0.64 0.19 0.00
O -3.04171 -0.50572 -0.14517 1.04 0.29 0.36
O 2.43653 0.67108 -0.87062 -1.23 -0.67 0.67
H -2.21247 2.52505 -0.29268 -0.10 -0.15 0.08
H -3.83784 1.89020 -0.12504 0.28 -0.09 0.00
H -0.45091 1.98497 -1.97880 0.16 0.02 0.22
H 0.91363 2.02631 -0.98095 -0.39 -0.09 -0.24
H 2.85407 -2.02847 0.26870 -0.08 -0.03 0.13
H 3.80798 -0.61826 0.79912 -0.21 -0.01 -0.24
H 2.38107 -1.10523 1.72507 -0.07 -0.23 -0.11
H -0.26721 -1.69668 1.72036 0.02 -0.14 -0.06
H -1.41320 -2.00267 0.39760 0.04 0.32 0.13
H 0.22797 -2.52592 0.22157 0.18 0.23 0.12
```
Positions in Å, forces in eV/Å.

Output
relative energy (zero: lowest compared OMol25 entry of this formula, charge and spin): 3.484 eV
LUMO: 0.8921 eV
orbital gap: 0.3205 hartree
charge: 0
HOMO energy: -0.28774 hartree

Results of the natural (NBO) charge analysis, in e, for atoms 1 through 4:
1 C -0.742
2 C -0.675
3 C 0.654
4 C 0.147

---

Record 3
The following is a DFT calculation (ωB97M-V/def2-TZVPD) of one molecule with the formula C6H10N2O2 at a distorted geometry.

```
20
Properties=species:S:1:pos:R:3:forces:R:3
C -2.13779 0.66606 -1.18416 -0.20 0.00 -0.01
C -1.02188 0.69745 -0.17500 -0.30 -0.67 -0.17
O -0.58415 1.97828 0.15940 0.25 0.14 0.18
C -0.91676 -0.21348 0.99418 0.15 0.42 0.41
N -1.52415 -1.50537 0.70122 -0.04 0.02 0.03
C -0.49776 -1.75396 -0.35445 0.25 -0.33 -0.38
C 0.09718 -0.36261 -0.15180 -0.76 1.12 -1.20
C 1.52061 -0.00623 -0.28766 1.76 -1.85 4.23
N 2.23960 0.58114 0.63411 -1.47 1.89 -0.78
H -2.53047 -0.34734 -1.32248 0.10 0.25 0.06
H -2.95690 1.31002 -0.83533 0.19 -0.16 -0.11
H -1.78504 1.04236 -2.15497 -0.07 -0.07 0.20
H -0.14220 2.37492 -0.59880 0.01 0.00 -0.07
H -0.76867 0.16336 2.00775 -0.05 -0.06 -0.30
H -1.40922 -2.14896 1.47681 0.02 0.10 -0.13
H 0.20701 -2.54101 -0.06002 -0.10 0.23 -0.14
H -0.91057 -1.98604 -1.34676 0.10 0.04 0.26
O 2.30021 -0.92248 -0.83036 2.67 -0.25 0.65
H 1.70761 1.28194 1.14259 0.08 0.00 0.32
H 3.16592 -0.62569 -0.04670 -2.57 -0.83 -3.08
```
Positions in Å, forces in eV/Å.

Output
relative energy (zero: lowest compared OMol25 entry of this formula, charge and spin): 4.298 eV
LUMO: 0.5936 eV
orbital gap: 0.3530 hartree
charge: 0
HOMO energy: -0.33119 hartree
SMILES: [H]/N=C(/O)[C@@]12CN[C@@H]1[C@@]2(C)O

Results of the natural (NBO) charge analysis, in e, for atoms 1 through 4:
1 C -0.643
2 C 0.265
3 O -0.699
4 C -0.028

---

Record 4
The following is a DFT calculation (ωB97M-V/def2-TZVPD) of a 2-piece molecular cluster, C6H10N2O3S overall at a distorted geometry.

```
22
Properties=species:S:1:pos:R:3:forces:R:3
C -2.73096 0.82522 -1.38078 2.68 0.39 -0.23
C -2.16079 -2.32000 0.24083 2.78 -1.43 -0.02
C -3.01581 1.51674 -0.08097 1.67 -0.04 0.82
C -2.35817 -0.94581 -0.04525 0.35 2.49 0.82
C 1.26914 -0.83858 0.80189 -0.97 1.38 1.63
C 2.71914 -0.93240 0.36663 -0.66 0.46 -1.88
N -2.18289 -0.33294 -1.30524 -1.27 0.37 -1.52
N 0.32164 -0.30437 -0.19880 0.68 0.62 -0.12
O -1.44109 -3.24921 0.48220 -1.19 0.62 -0.03
O -3.37830 -1.99688 -0.07143 -2.07 -1.28 -0.17
O 2.62032 -1.66752 -0.93456 1.21 -0.44 1.44
S -2.59605 0.30101 1.22772 0.17 0.19 -0.37
H -2.62385 1.43567 -2.33893 -0.57 -1.08 1.22
H -2.54557 2.51075 0.11058 0.11 -0.91 -0.53
H -4.01252 1.66527 0.06204 -3.06 0.69 0.01
H 1.11094 -0.10835 1.64787 0.67 -0.78 -0.40
H 0.95322 -1.81722 1.23264 -0.08 0.48 -0.73
H 3.14978 0.07631 0.16013 -0.45 -0.68 -0.29
H 3.39322 -1.34360 1.11163 -0.09 -0.71 -0.06
H 0.41865 -0.82540 -1.09773 0.03 1.34 0.83
H 0.33008 0.78333 -0.22338 0.28 -2.94 -0.49
H 2.83593 -2.62258 -0.80455 -0.23 1.24 0.07
```
Positions in Å, forces in eV/Å.

Output
relative energy (zero: lowest compared OMol25 entry of this formula, charge and spin): 2.514 eV
LUMO: 0.3292 eV
orbital gap: 0.3368 hartree
charge: 0
HOMO energy: -0.32471 hartree
SMILES: O=C1O[C@]12N=CCS2.NCCO

Results of the natural (NBO) charge analysis, in e, for atoms 1 through 4:
1 C 0.141
2 C 0.764
3 C -0.602
4 C 0.121

---

Record 5
The following is a DFT calculation (ωB97M-V/def2-TZVPD) of one molecule with the formula C6H10N2O5 at a distorted geometry.

```
23
Properties=species:S:1:pos:R:3:forces:R:3
C 0.94412 0.71931 0.67628 -0.50 2.62 -0.28
C 0.93468 -0.72123 0.72776 1.47 -2.84 1.00
C 0.31846 1.31903 -0.56929 1.35 -0.93 -1.72
C 0.77486 0.59887 -1.86665 0.69 0.96 -1.35
C -1.48542 -0.77491 -0.03410 -2.49 1.18 1.05
C -2.53907 -1.82089 0.59974 1.38 -1.34 -1.94
H 2.51129 2.17164 0.95480 -0.76 -2.19 -0.15
H 2.66268 0.50904 1.49646 0.66 1.09 -1.18
H 0.25546 1.06567 1.46315 0.50 0.07 0.56
H -0.71487 1.48203 -0.62726 -1.34 0.05 0.37
H 0.81690 2.26184 -0.61267 -0.08 0.99 -0.33
H 2.49239 1.16871 -1.28150 0.57 0.14 1.05
H -0.19298 -2.29490 0.39717 -0.24 0.89 0.00
H -1.57783 -0.47943 -1.17066 -0.26 -0.85 2.14
H -1.82610 0.08916 0.66396 1.05 -0.54 -1.37
H -3.57057 -0.41349 0.29387 -1.22 -0.22 0.06
N 2.33173 1.13815 0.71769 0.78 0.97 2.19
N -0.23124 -1.25702 0.33030 1.72 -3.29 0.23
O 1.91207 -1.40143 1.15201 -2.56 1.52 -1.09
O 0.12888 0.04176 -2.73266 0.20 0.53 1.72
O 2.08935 0.86889 -2.09162 -0.95 -1.01 -1.02
O -2.26647 -2.94034 0.94478 -0.08 1.13 0.02
O -3.76830 -1.33048 0.56844 0.11 1.05 0.05
```
Positions in Å, forces in eV/Å.

Output
relative energy (zero: lowest compared OMol25 entry of this formula, charge and spin): 2.643 eV
LUMO: -0.0462 eV
orbital gap: 0.3764 hartree
charge: 0
HOMO energy: -0.37805 hartree
SMILES: N[C@@H](CC(=O)O)C(=O)NCC(=O)O

Results of the natural (NBO) charge analysis, in e, for atoms 1 through 4:
1 C -0.158
2 C 0.659
3 C -0.523
4 C 0.793

---

Record 6
The following is a DFT calculation (ωB97M-V/def2-TZVPD) of a 3-piece molecular cluster, C6H10N2O5 overall at a distorted geometry.

```
23
Properties=species:S:1:pos:R:3:forces:R:3
C -2.82909 0.09394 -0.45573 -1.18 -0.50 -0.69
C -1.56153 -0.45265 0.13722 1.69 3.57 -0.05
C 0.83382 0.39104 0.35075 1.85 -1.21 -3.24
C 1.61338 1.71162 -0.06593 -1.74 -2.23 1.77
C 1.29828 -0.87752 -0.57783 0.11 0.73 -0.37
C 2.66569 -1.45136 -0.14398 3.56 0.43 -0.49
H -5.22754 0.44397 1.10102 1.99 -1.64 -1.76
H -3.04043 -2.06755 0.81211 -0.50 2.60 -1.81
H -2.97744 1.16087 -0.19178 0.42 -0.56 -0.62
H -2.49349 -0.11484 -1.54497 -0.99 0.76 0.80
H -0.82151 1.32174 -0.58892 0.35 -0.60 0.90
H 1.10827 0.10565 1.37116 -0.46 0.42 0.00
H 0.44084 -1.56331 -0.50415 0.88 -0.32 0.52
H 1.27723 -0.69262 -1.73551 0.62 0.17 2.24
H 4.09163 -1.24335 1.29978 -2.73 0.09 -0.98
H 1.48822 3.45545 0.27552 -0.20 1.18 -0.15
N -4.03120 -0.66322 -0.23591 0.00 -0.32 2.71
N -0.53707 0.55402 0.04088 -3.35 -1.38 0.24
O -1.46263 -1.57620 0.55384 0.02 -1.14 1.10
O 2.77109 1.69844 -0.33365 -0.12 0.83 -0.27
O 3.52100 -1.96135 -0.86876 -2.60 0.64 1.12
O 3.08138 -1.07763 1.15589 0.60 -0.55 -0.66
O 0.79109 2.80487 0.14896 1.76 -0.97 -0.32
```
Positions in Å, forces in eV/Å.

Output
relative energy (zero: lowest compared OMol25 entry of this formula, charge and spin): 11.099 eV
LUMO: -1.0015 eV
orbital gap: 0.2822 hartree
charge: 0
HOMO energy: -0.31904 hartree

Results of the natural (NBO) charge analysis, in e, for atoms 1 through 4:
1 C -0.438
2 C 0.703
3 C -0.141
4 C 0.791

---

Record 7
The following is a DFT calculation (ωB97M-V/def2-TZVPD) of C6H10N2O5S2 as an isolated structure at a distorted geometry.

```
25
Properties=species:S:1:pos:R:3:forces:R:3
C 0.58087 0.50170 -1.27626 1.52 -0.78 -1.16
C -0.08625 -0.74601 -0.80247 0.06 -1.95 0.38
C -1.41579 1.93585 -0.34808 3.12 -1.59 0.88
C 0.31461 -3.58757 0.42807 3.85 1.58 -1.17
C 0.77835 2.93794 1.63996 4.01 2.88 -1.48
C 0.11524 -3.23191 -1.04177 -5.05 3.91 3.81
N -0.94605 -0.80810 0.13649 0.14 -0.12 -1.29
N 1.01179 0.60054 -2.43705 -0.72 -0.27 -0.65
O -0.99405 0.73277 2.02111 -0.61 -0.15 -1.79
O -3.04636 0.37469 0.70500 -0.86 -0.46 -0.26
O 0.46590 3.56969 -0.89134 1.06 3.82 -2.45
O 1.05122 1.30248 -0.24480 -0.66 0.33 0.87
O 0.45157 -1.83713 -1.37508 0.34 0.90 0.24
S -1.63843 0.55366 0.69872 0.00 0.51 3.39
S 0.10912 2.59145 0.00982 -0.24 -2.99 1.60
H -2.12612 2.61853 -0.06169 -2.10 1.65 0.15
H -0.34969 -4.26003 0.78101 -2.24 -2.51 0.66
H 1.32508 -4.01762 0.43904 -0.17 -0.04 0.75
H 0.26567 -2.78954 1.16229 0.11 0.49 -0.46
H 0.19281 2.52889 2.33922 -2.10 -1.89 2.53
H 1.87186 2.56080 1.71060 -1.99 0.27 -0.39
H 0.87806 4.05368 1.88030 -0.52 -1.36 -1.01
H -1.00322 -3.27791 -1.13524 0.97 -0.27 -0.88
H 0.65857 -3.74723 -1.69811 1.85 -2.21 -2.51
H 1.53523 1.44037 -2.63974 0.23 0.28 0.23
```
Positions in Å, forces in eV/Å.

Output
relative energy (zero: lowest compared OMol25 entry of this formula, charge and spin): 0.400 eV
LUMO: -0.1585 eV
orbital gap: 0.3515 hartree
charge: 0
HOMO energy: -0.35736 hartree

Results of the natural (NBO) charge analysis, in e, for atoms 1 through 4:
1 C 0.445
2 C 0.557
3 C -1.063
4 C -0.643

---

Record 8
The following is a DFT calculation (ωB97M-V/def2-TZVPD) of one molecule with the formula C6H10N2OS at a distorted geometry.

```
20
Properties=species:S:1:pos:R:3:forces:R:3
C -0.42257 -0.42253 -0.69289 -0.84 -0.98 0.72
C -2.57904 0.71735 -0.31323 -0.08 0.47 -0.33
C 1.33604 -2.09467 -1.16533 -0.08 0.09 0.15
C 1.50933 0.29854 -2.01989 0.05 0.03 0.16
C -0.79212 1.16800 3.24784 -0.08 0.08 0.39
C 0.98899 -0.62534 -0.91164 0.87 0.20 -0.34
N -1.34695 0.32861 -0.68303 0.34 0.47 -0.36
N -1.12321 1.37747 1.87199 0.60 -0.26 -1.01
O -3.54049 0.81451 -1.04655 -0.09 -0.11 0.30
S -2.63674 1.25423 1.39545 -0.72 -0.03 0.48
H 2.40746 -2.23814 -1.06206 0.13 -0.03 -0.06
H 1.04035 -2.39199 -2.16700 -0.06 -0.04 -0.13
H 0.82970 -2.74034 -0.45102 0.01 -0.03 0.02
H 1.04400 0.06143 -2.97394 -0.03 -0.07 -0.06
H 2.58542 0.18072 -2.11570 0.11 0.03 -0.07
H 1.28283 1.33339 -1.77877 0.04 0.11 -0.02
H 0.14237 1.69733 3.43925 -0.04 -0.07 0.12
H -1.55098 1.51268 3.95493 -0.04 0.00 0.10
H -0.61926 0.09824 3.42740 -0.02 0.09 0.02
H 1.44486 -0.32949 0.04419 -0.08 0.03 -0.07
```
Positions in Å, forces in eV/Å.

Output
relative energy (zero: lowest compared OMol25 entry of this formula, charge and spin): 4.578 eV
LUMO (spin up / spin down): -0.1147 / -0.6168 eV
orbital gap (spin up / spin down): 0.2960 / 0.2362 hartree
charge: 0
HOMO energy (spin up / spin down): -0.30022 / -0.25884 hartree

Results of the natural (NBO) charge analysis, in e, for atoms 1 through 4:
1 C 0.457
2 C 0.418
3 C -0.587
4 C -0.595

---

no.,energy (eV)
1,-13453.2750
2,-13456.4572
3,-13455.6434
4,-26338.8279
5,-19601.3854
6,-19592.9288
7,-41266.6029
8,-22243.2271